Record 1
# C14H13N5O3S

A single C14H13N5O3S molecule at a distorted geometry (the ωB97M-V functional and the def2-TZVPD basis, OMol25).

```
36
C14H13N5O3S | OMol25 | the ωB97M-V functional and the def2-TZVPD basis
S -1.0143 -3.2894 0.0632
O 1.5356 4.1571 -0.2714
O 0.8594 -2.0604 -1.2529
O 3.4255 -2.6335 1.0644
N 1.2553 -2.6224 1.5643
N -2.0417 -3.1261 2.3863
N -0.7618 -2.8186 2.6161
N -3.6655 -3.7174 1.0190
N -4.1510 -3.5984 2.2619
C 1.9360 0.0457 -0.6223
C -0.4185 1.3136 -1.3996
C -0.6445 4.2617 -1.2435
C -0.0907 -2.8590 1.5149
C -3.2002 -3.2485 3.0819
C 0.8710 -0.6998 -1.1138
C 0.6419 2.0756 -0.9060
C 1.9636 -2.8113 -0.8220
C 2.2902 -2.6857 0.6600
C -0.5458 5.7706 -1.0619
C -0.3050 -0.0550 -1.5009
C 0.6045 3.5553 -0.7575
C -2.3957 -3.4364 1.0908
C 1.8105 1.4177 -0.5256
H -1.4526 6.2566 -1.4129
H 2.6288 2.0112 -0.1462
H 1.5799 -2.4751 2.5184
H -0.7910 4.0161 -2.2981
H -0.3985 6.0131 -0.0127
H -1.4992 3.8715 -0.6856
H 2.8586 -0.4222 -0.3178
H -1.1165 -0.6563 -1.8798
H -3.3062 -3.0827 4.1318
H -1.3414 1.7805 -1.7041
H 1.7045 -3.8541 -1.0385
H 0.3022 6.1610 -1.6185
H 2.8725 -2.5552 -1.3813
```

Calculated values
Gap between HOMO and LUMO   9.548 eV
SMILES string   CCC(=O)c1ccc(OCC(=O)Nc2nn3cnnc3s2)cc1
Relative energy (zero: lowest compared OMol25 entry of this formula, charge and spin)   3.333 eV
HOMO energy   -9.4 eV

***

Record 2
# C14H13NPtS

A molecular structure, C14H13NPtS at a distorted geometry (the ωB97M-V functional and the def2-TZVPD basis, OMol25).

```
30
C14H13NPtS | OMol25 | the ωB97M-V functional and the def2-TZVPD basis
Pt 0.3735 1.5406 -0.5506
S -0.5120 -2.5792 1.0434
N 0.2918 -0.1637 0.5240
C 0.9592 -0.4931 1.7170
C -2.0872 -1.7557 -1.7856
C 1.1705 -2.3153 3.3300
C 2.0725 -1.5272 4.0672
C 1.8493 0.2924 2.4534
C -1.6093 0.8230 -2.8042
C -2.7094 -1.3608 -2.9640
C -1.2168 -0.8538 -1.1214
C 0.6236 -1.7929 2.1592
C -0.9763 0.4254 -1.6431
C -2.4775 -0.0740 -3.4775
C -0.5114 -1.1437 0.0763
C 0.1140 3.0964 -1.7363
C 2.4073 -0.2375 3.6220
H -3.3789 -2.0436 -3.4907
H 2.5133 -1.9252 4.9852
H 0.7746 3.8861 -1.3526
H -0.9297 3.4321 -1.6822
H 2.0980 1.2933 2.1141
H 0.3653 2.8533 -2.7748
H -2.9663 0.2498 -4.3998
H 1.8783 2.2515 -0.1929
H -2.2288 -2.7463 -1.3525
H 1.5262 2.0085 0.5757
H 0.8872 -3.3231 3.6357
H 3.1154 0.3575 4.1968
H -1.4166 1.8250 -3.1720
```

Calculated values
Gap between HOMO and LUMO (alpha / beta)   6.451 / 5.214 eV
<S²>   6.034
Charge   +2
Spin multiplicity   5
HOMO energy (alpha / beta)   -13.3 / -16.4 eV

***

Record 3
# C14H14AgBF3N2O10S

A molecular structure, C14H14AgBF3N2O10S at a distorted geometry (the ωB97M-V functional and the def2-TZVPD basis, OMol25).

```
46
C14H14AgBF3N2O10S | OMol25 | the ωB97M-V functional and the def2-TZVPD basis
Ag -2.9572 -1.2028 -3.8800
S -0.8735 0.7271 2.2168
F 1.4592 -3.0798 -2.9962
F -1.6734 -1.9983 -2.1692
F -1.2801 -2.8618 2.1568
O -3.2104 2.4332 -1.4302
O -1.0259 -0.2553 3.2418
O 0.6580 -0.4889 -2.9157
O -3.2298 -2.0620 1.5486
O 3.9691 2.7830 -0.2937
O -2.3921 -3.6341 -0.8436
O -1.2955 3.4782 -0.5061
O -1.9028 0.3840 0.9871
O -1.1517 2.0725 2.5921
O 0.6185 -3.9241 -1.1659
N -1.3669 -1.8097 0.1283
N 1.2902 -1.7286 -1.0762
C -1.8854 -2.5787 -0.8991
C 0.7940 0.6096 1.5570
C 1.0906 -2.9899 -1.7215
C 0.7529 1.1098 0.0834
C 2.9105 2.4230 0.1293
C 1.4743 -0.7416 1.8482
C 2.1275 -0.6560 3.1677
C -1.4572 -0.3158 -0.1315
C 2.1665 1.2395 -0.5347
C 0.5734 -0.6334 -1.7299
C -0.8646 1.3623 -1.8716
C -2.0869 -2.2320 1.3349
C -0.2683 0.3680 -0.8590
C 2.7137 -0.5141 4.2021
B -1.8201 2.4629 -1.2223
H 3.3455 -0.2893 5.0295
H 2.1215 1.5083 -1.5881
H 2.7954 0.3757 -0.3324
H -2.2885 -0.2112 -0.8354
H 2.4466 2.9190 1.0051
H 0.7542 -1.5580 1.8753
H 2.2894 -1.5314 -1.1573
H -0.0777 1.8620 -2.4333
H 2.2553 -0.9896 1.1398
H -1.9724 4.0966 -0.2002
H -1.4648 0.7622 -2.5641
H -3.6117 1.6971 -0.9541
H 0.4196 2.1497 0.1644
H 1.3285 1.3727 2.1207
```

Calculated values
Gap between HOMO and LUMO   6.003 eV
Charge   +1
HOMO energy   -12.7 eV

***

Record 4
# C14H14BNO2Sc

A molecular structure, C14H14BNO2Sc at a distorted geometry (the ωB97M-V functional and the def2-TZVPD basis, OMol25).

```
33
C14H14BNO2Sc | OMol25 | the ωB97M-V functional and the def2-TZVPD basis
Sc -0.2161 -1.4510 -0.3943
O 1.3551 1.5715 0.5789
O -0.9172 1.9460 0.5156
N 0.3709 -2.2929 1.4072
C 1.2055 -3.1335 0.7176
C -1.1985 -2.4241 -2.3097
C -2.4940 -1.9982 -0.4189
C 1.3964 -4.4672 1.1419
C 0.1178 5.4678 0.8401
C -1.7856 -3.0275 -1.1383
C 2.0019 3.9330 0.8212
C -1.5772 -1.0393 -2.3295
C -0.2667 3.1239 0.6987
C 1.1099 2.8972 0.7366
C 1.4908 5.2428 0.8762
C 1.7472 -2.6137 -0.5605
C -2.3614 -0.7761 -1.1588
C -0.7854 4.3940 0.7485
B 0.0861 0.9546 0.3778
H 0.8697 -4.8360 2.0238
H 3.0663 3.7228 0.8279
H -0.6136 -2.9473 -3.0709
H 0.0932 -2.5905 2.3401
H -3.0732 -2.1394 0.4984
H 2.5156 -1.8312 -0.5193
H -1.8591 4.5308 0.6994
H 2.1846 6.0805 0.9517
H 1.8895 -5.1587 0.4582
H -0.2742 6.4833 0.8866
H 1.8906 -3.3716 -1.3281
H -1.3754 -0.3311 -3.1351
H -2.8416 0.1713 -0.9090
H -1.7519 -4.0900 -0.8739
```

Calculated values
Gap between HOMO and LUMO   5.843 eV
Charge   -1
HOMO energy   -2.9 eV

***

Record 5
# C14H14ClN3O6

A molecular structure, C14H14ClN3O6 at a distorted geometry (the ωB97M-V functional and the def2-TZVPD basis, OMol25).

```
38
C14H14ClN3O6 | OMol25 | the ωB97M-V functional and the def2-TZVPD basis
Cl 5.7875 -0.1689 -4.6932
O 6.1880 -0.6986 0.5751
O -1.0784 -0.3534 -0.4150
O -2.8386 0.5918 -0.7407
O -1.3026 -1.5741 2.5872
O 0.6150 0.5050 -3.7141
O 4.1805 0.0703 1.1372
N 4.9348 -0.2678 0.4076
N 0.4962 1.3661 -1.5556
N -2.9341 -0.1817 1.9665
C -4.9082 -0.0849 3.5481
C 2.4348 0.4435 -2.4803
C 4.7285 -0.2109 -3.3940
C -2.0492 -1.2033 1.6236
C 3.5208 0.3136 -3.4434
C -5.2723 -0.7512 4.4991
C -1.6304 -1.2305 0.1871
C 5.3152 -0.1650 -2.0356
C 1.0856 0.5473 -2.6772
C 3.0930 0.2894 -1.1514
C -3.4125 0.1942 3.4387
C -1.0725 1.5274 -1.8805
C 4.3876 -0.1969 -0.8503
C -1.6210 0.5854 -0.7618
H -1.2461 1.3635 -2.8306
H -3.2146 1.3347 3.2741
H -5.3667 0.3338 2.9348
H -3.3606 0.2258 1.2212
H -0.9476 -2.3860 0.2322
H -4.5451 -1.0127 5.2641
H -2.7082 -0.2625 3.9453
H -2.5555 -1.7703 -0.2168
H 2.9818 0.3122 -4.3692
H -6.3258 -1.2099 4.5464
H -1.1498 2.5374 -1.3096
H 0.8798 1.5806 -0.7620
H 2.5495 0.3873 -0.2521
H 6.3613 -0.7805 -1.8551
```

Calculated values
Gap between HOMO and LUMO   8.109 eV
Relative energy (zero: lowest compared OMol25 entry of this formula, charge and spin)   0.293 eV
HOMO energy   -9.5 eV

***

Record 6
# C14H14FNO3S

A single C14H14FNO3S molecule at a distorted geometry (the ωB97M-V functional and the def2-TZVPD basis, OMol25).

```
34
C14H14FNO3S | OMol25 | the ωB97M-V functional and the def2-TZVPD basis
S -0.0520 -1.0556 -1.9331
F -0.8195 -2.6637 2.8362
O 1.5680 -1.6079 3.8303
O -0.7380 -2.2691 -2.3310
O 0.9945 -0.6111 -2.8732
N 3.0467 0.0770 2.2659
C 3.7579 0.9212 0.3096
C 1.7148 -0.4439 0.3029
C 2.7375 0.3026 -0.4406
C 2.0095 -0.6309 1.6337
C -1.0933 1.5275 -1.0883
C -2.5260 1.8520 -0.5405
C 0.0044 -1.8846 2.0742
C 3.8719 0.7940 1.6995
C 0.5164 -1.0981 -0.1863
C -3.3886 0.6017 -0.5043
C -1.3025 0.2788 -1.9023
C 1.2019 -1.4334 2.5018
C -2.7853 -0.2012 -1.6506
C -0.2383 -1.7771 0.7375
H -0.4301 1.3475 -0.1513
H -1.1496 0.6587 -2.8626
H 4.7741 1.2543 2.0725
H -0.6309 2.3675 -1.6500
H -2.4350 2.0772 0.4729
H -2.9834 -1.2483 -1.6023
H 4.4484 1.6206 -0.2476
H -4.3961 0.9498 -0.5441
H -1.2124 -2.1236 0.4110
H 2.6571 0.3793 -1.4927
H -3.0898 0.0973 0.4361
H -3.3510 0.2054 -2.5003
H -2.9705 2.7007 -1.0663
H 2.2889 -0.9645 3.9833
```

Calculated values
Gap between HOMO and LUMO   8.687 eV
SMILES string   O=S(=O)(c1cc(F)c(O)c2ncccc12)C1CCCC1
HOMO energy   -9.2 eV